Record 1
DFT (ωB97M-V/def2-TZVPD) results for a cluster of 12 separate species, H24O12 in total at a distorted geometry.

Positions of all 36 atoms, in Å:
O 0.2047 -0.5720 -0.4378
H -0.2932 0.2100 -0.7015
H 0.4396 -0.4016 0.4814
O -3.0757 0.6862 -2.5661
H -3.5024 1.5074 -2.8353
H -2.2356 0.9710 -2.1892
O -2.4153 3.5468 1.3367
H -2.7491 4.4407 1.2000
H -2.2133 3.5135 2.2786
O 2.7963 3.0559 -2.2353
H 2.0664 2.4271 -2.2618
H 3.3507 2.8033 -2.9821
O 4.6498 2.0369 0.4841
H 3.9347 1.3920 0.5246
H 4.8611 2.0942 -0.4545
O 2.4329 -1.9585 0.3659
H 1.7344 -1.3418 0.1194
H 3.0062 -1.4442 0.9453
O 0.3680 -3.6689 -1.4797
H 1.2212 -3.2698 -1.2751
H -0.2612 -3.1574 -0.9586
O -3.8262 -1.9469 -0.6638
H -4.0487 -1.6655 0.2308
H -3.3804 -2.7924 -0.5396
O -1.6950 0.5150 3.1289
H -1.2036 1.2764 2.8005
H -2.2526 0.2576 2.3861
O -0.8493 -1.0352 3.5713
H -0.2057 -1.7303 3.3934
H -1.3862 -1.3907 4.2884
O -0.2117 2.3883 -5.0885
H 0.2212 1.5275 -5.1136
H -0.9021 2.2842 -4.4240
O 1.9982 -3.4418 2.5535
H 1.9198 -4.2874 3.0093
H 1.5020 -2.8294 3.1082

## Properties
**HOMO-LUMO gap**: 9.04 eV
**LUMO level**: -0.513 eV
**SMILES**: O.O.O.O.O.O.O.O.O.O.O.O
**Energy above the lowest of the compared OMol25 structures with the same formula, charge and spin**: 557.9 kJ/mol
**HOMO**: -9.55 eV

Results of the Mulliken charge analysis, in e, for atoms 1 through 6: -0.6464, 0.2628, 0.2928, -0.5838, 0.3233, 0.2502

Record 2
DFT (ωB97M-V/def2-TZVPD) results for an isolated molecule of C3H3N3O at a distorted geometry.

Positions of all 10 atoms, in Å:
O 2.1515 -0.3957 0.1120
C 0.8665 0.0062 0.0329
C 0.3107 1.3016 -0.0882
N -1.0729 1.4257 -0.1520
N -1.8753 0.3854 -0.1028
C -1.2850 -0.8536 0.0166
N 0.0176 -1.0563 0.0825
H 2.0417 -1.3720 0.1844
H 0.8241 2.2789 -0.1431
H -1.9788 -1.7202 0.0576

## Properties
**HOMO-LUMO gap**: 9.67 eV
**LUMO level**: -0.024 eV
**SMILES**: Oc1cnncn1
**Energy above the lowest of the compared OMol25 structures with the same formula, charge and spin**: 146.7 kJ/mol
**HOMO**: -9.70 eV

Results of the Mulliken charge analysis, in e, for atoms 1 through 6: -0.5011, 0.8243, -0.4220, -0.2483, -0.3828, 0.0664

Record 3
DFT (ωB97M-V/def2-TZVPD) results for a cluster of 5 separate species, C36H72BF4N4O4 in total at a distorted geometry.

Positions of all 121 atoms, in Å:
C 5.9090 -2.8828 -0.4028
C 4.6879 -3.5045 -1.1053
C 3.6129 -3.6984 -0.0723
C 2.1643 -3.8288 -0.5529
C 1.8101 -2.6306 -1.3708
C 2.8116 -2.3943 -2.5660
N 4.2660 -2.4240 -2.1586
O 5.1943 -1.9555 -3.1115
C 2.6601 -1.0104 -3.1855
C 2.5595 -3.4203 -3.7154
C 5.0754 -4.7833 -1.8515
H 5.7042 -1.8434 -0.1464
H 6.8265 -2.8019 -0.9857
H 6.1446 -3.4959 0.4671
H 3.7751 -2.9164 0.6696
H 3.7573 -4.6255 0.4824
H 1.6315 -4.0774 0.3650
H 2.0901 -4.7502 -1.1306
H 1.6187 -1.7141 -0.8127
H 0.7529 -2.6179 -1.6360
H 3.0952 -0.9742 -4.1842
H 3.0412 -0.2703 -2.4819
H 1.6621 -0.6688 -3.4599
H 3.3714 -3.4394 -4.4424
H 1.6843 -3.0652 -4.2594
H 2.0675 -4.3676 -3.4946
H 5.6504 -4.6074 -2.7607
H 4.2124 -5.3161 -2.2509
H 5.5381 -5.5706 -1.2565
C 1.8051 3.5040 0.0196
C 2.6687 2.7631 1.1034
C 2.8922 1.2496 0.4903
C 4.0436 0.4757 1.0550
C 5.2932 1.2811 0.8473
C 5.3219 2.6382 1.6094
N 4.0680 3.3692 1.1620
O 4.1338 4.8035 0.9887
C 6.5399 3.3612 1.0650
C 5.3566 2.3707 3.1318
C 2.1113 2.8634 2.5864
H 2.4372 3.6707 -0.8526
H 1.6001 4.4998 0.4128
H 0.9346 2.9596 -0.3462
H 3.0299 1.1584 -0.5871
H 1.9494 0.7334 0.6715
H 4.0581 -0.5132 0.5968
H 3.8498 0.2572 2.1051
H 5.4600 1.4035 -0.2229
H 6.1743 0.7162 1.1516
H 6.4894 3.5506 -0.0073
H 7.4963 2.8562 1.2005
H 6.5118 4.3250 1.5733
H 4.4618 1.8696 3.5011
H 5.2977 3.3424 3.6220
H 6.1862 1.8757 3.6366
H 2.3785 3.7533 3.1563
H 2.3504 1.9246 3.0859
H 1.0271 2.7540 2.6117
C -5.7386 -3.8137 0.7386
C -4.2615 -3.6848 1.1787
C -3.8840 -5.0347 1.8742
C -3.5737 -6.2162 0.9746
C -2.5311 -5.8187 -0.0940
C -2.9668 -4.6570 -1.0551
N -3.3699 -3.5154 -0.1235
O -3.6280 -2.3277 -0.8984
C -4.1441 -4.9737 -1.9674
C -1.6031 -4.2344 -1.7410
C -4.1465 -2.5213 2.2081
H -6.2565 -4.7226 1.0449
H -5.9664 -3.6125 -0.3082
H -6.2969 -3.1068 1.3524
H -4.6031 -5.2619 2.6612
H -2.9995 -4.8767 2.4913
H -4.4996 -6.6419 0.5879
H -3.2174 -6.9631 1.6840
H -2.3485 -6.7199 -0.6793
H -1.6749 -5.6002 0.5442
H -3.9580 -5.8046 -2.6479
H -4.3444 -4.0955 -2.5812
H -4.9668 -5.3269 -1.3456
H -0.8282 -3.9042 -1.0492
H -1.7211 -3.3822 -2.4103
H -1.1835 -5.0703 -2.3006
H -3.1318 -2.3750 2.5784
H -4.7878 -2.7413 3.0616
H -4.4638 -1.6550 1.6277
C -2.9428 3.1116 1.6494
C -3.8094 4.2109 0.9378
C -3.8544 5.5071 1.8901
C -4.4978 6.6323 1.1434
C -3.7218 7.1126 -0.0894
C -3.3199 5.9315 -1.0771
N -3.0208 4.6181 -0.2955
O -2.6703 3.5969 -1.2162
C -2.0285 6.3799 -1.8565
C -4.5669 5.7584 -2.0537
C -5.1375 3.6277 0.4533
H -3.2870 2.9972 2.6773
H -1.8591 3.2270 1.6269
H -3.0408 2.1574 1.1316
H -2.8247 5.7253 2.1734
H -4.3556 5.0724 2.7550
H -4.7169 7.4255 1.8583
H -5.4637 6.2415 0.8233
H -2.7906 7.6292 0.1430
H -4.3351 7.8103 -0.6596
H -1.5514 5.6193 -2.4745
H -1.3082 6.9176 -1.2400
H -2.3219 7.1332 -2.5877
H -5.4236 6.3620 -1.7542
H -4.8575 4.7303 -2.2697
H -4.3480 6.1137 -3.0606
H -5.5439 2.9436 1.1983
H -5.0298 3.1043 -0.4967
H -6.0468 4.2283 0.4263
B -0.7392 -0.7145 1.3589
F 0.2371 -0.9041 2.2744
F -0.6864 -1.8256 0.5788
F -1.9092 -0.3955 2.0240
F -0.4339 0.4110 0.6440

## Properties
**Net charge**: +2
**⟨S²⟩**: 0.76
**2S+1**: 2
**HOMO-LUMO gap (spin up / spin down)**: 2.25 / 3.05 eV
**LUMO level (spin up / spin down)**: -9.079 / -9.079 eV
**HOMO (spin up / spin down)**: -11.33 / -12.13 eV

Results of the Mulliken charge analysis, in e, for atoms 1 through 6: -1.6303, 1.4154, -1.3949, -0.5464, -0.3748, 1.5889

Record 4
DFT (ωB97M-V/def2-TZVPD) results for a structure of composition C41H37N2P2RuSi.

Positions of all 84 atoms, in Å:
Ru -0.1768 -0.2418 0.6370
C -2.1700 2.4376 0.6342
Si -1.3194 1.6039 -0.7890
C -2.5255 0.8832 -2.0141
C -3.2728 1.6548 -2.9033
C -4.2263 1.0551 -3.7166
C -4.4575 -0.3162 -3.6556
C -3.7299 -1.1029 -2.7763
C -2.7659 -0.4953 -1.9758
P -1.7716 -1.4205 -0.8287
C -2.7314 -2.5239 0.1933
C -2.6598 -3.9135 0.0545
C -3.4816 -4.7167 0.8293
C -4.3718 -4.1421 1.7284
C -4.4496 -2.7587 1.8613
C -3.6303 -1.9480 1.0987
C -0.4189 -2.3052 -1.5896
C -0.1721 -2.2362 -2.9624
C 0.8968 -2.9408 -3.4926
C 1.7341 -3.6791 -2.6602
C 1.5209 -3.7119 -1.2881
C 0.4417 -3.0321 -0.7472
C 0.0443 2.5925 -1.5803
C -0.2597 3.5896 -2.5084
C 0.7530 4.3140 -3.1241
C 2.0861 4.0462 -2.8395
C 2.4113 3.0630 -1.9171
C 1.3911 2.3530 -1.2873
P 1.7998 1.1651 -0.0100
C 2.2420 2.0111 1.5080
C 2.2145 3.4039 1.5898
C 2.5361 4.0258 2.7884
C 2.8841 3.2673 3.8983
C 2.8982 1.8776 3.8234
C 2.5688 1.2468 2.6365
C 3.1523 0.1324 -0.5652
C 3.0113 -0.5023 -1.8044
C 4.0817 -1.1939 -2.3396
C 5.2788 -1.2823 -1.6379
C 5.4144 -0.6676 -0.3998
C 4.3579 0.0493 0.1379
H -2.8785 3.1439 0.1847
H -1.4842 3.0098 1.2582
H -2.7582 1.7524 1.2480
H -3.1429 2.7277 -2.9618
H -4.8068 1.6650 -4.3962
H -5.2105 -0.7666 -4.2877
H -3.9131 -2.1689 -2.7123
H -1.9845 -4.3644 -0.6612
H -3.4391 -5.7918 0.7194
H -5.0170 -4.7749 2.3233
H -5.1553 -2.3191 2.5531
H -3.6976 -0.8686 1.1932
H -0.8300 -1.6709 -3.6108
H 1.0681 -2.9304 -4.5610
H 2.5530 -4.2427 -3.0877
H 2.1730 -4.2911 -0.6482
H 0.2254 -3.1315 0.3138
H -1.2860 3.8163 -2.7672
H 0.4999 5.0857 -3.8390
H 2.8699 4.6022 -3.3357
H 3.4496 2.8489 -1.6915
H 1.9564 4.0048 0.7269
H 2.5261 5.1057 2.8502
H 3.1511 3.7595 4.8242
H 3.1773 1.2886 4.6875
H 2.5742 0.1622 2.5858
H 2.0828 -0.4254 -2.3613
H 3.9929 -1.6548 -3.3141
H 6.1149 -1.8199 -2.0650
H 6.3533 -0.7230 0.1338
H 4.4885 0.5718 1.0746
C -0.6080 1.7838 3.7434
C -0.6485 0.3002 3.7488
N -0.5821 -0.5293 2.7000
C -0.7492 -1.8233 3.1900
C -0.8834 -1.7683 4.5308
N -0.8171 -0.4314 4.8557
H 0.0083 2.1534 2.9266
H -0.1880 2.1544 4.6773
H -1.6153 2.1914 3.6442
H -0.7666 -2.6859 2.5446
H -1.0201 -2.5373 5.2707
H -0.9111 -0.0496 5.7859

## Properties
**Net charge**: +3
**⟨S²⟩**: 6.02
**2S+1**: 5
**HOMO-LUMO gap (spin up / spin down)**: 7.12 / 6.07 eV
**LUMO level (spin up / spin down)**: -8.938 / -10.711 eV
**Energy above the lowest of the compared OMol25 structures with the same formula, charge and spin**: 0.0 kJ/mol
**HOMO (spin up / spin down)**: -16.06 / -16.78 eV

Results of the Mulliken charge analysis, in e, for atoms 1 through 6: 0.0089, -1.0380, 2.3984, 1.1187, -1.0437, -0.8740

Record 5
DFT (ωB97M-V/def2-TZVPD) results for an isolated molecule of C5H6N2O3 at a distorted geometry.

Positions of all 16 atoms, in Å:
H -0.1868 -0.3921 2.5689
N -0.2051 -1.3320 2.1824
C 0.2682 -1.3960 0.9877
O 0.1310 -2.6025 0.4548
C 0.2079 -0.2961 -0.0159
O 0.4027 -0.6828 -1.3515
C -0.3613 0.1278 -2.1107
N -1.1019 0.9733 -1.5140
C -0.8066 0.8640 -0.1208
C 0.6241 1.1154 0.2901
O 1.5355 1.6886 -0.5650
H -0.6333 -2.9715 1.1014
H -0.3468 -0.0835 -3.1792
H -1.6094 1.0304 0.5975
H 0.7539 1.3353 1.3544
H 1.3278 2.6216 -0.6800

## Properties
**HOMO-LUMO gap**: 10.28 eV
**LUMO level**: 0.532 eV
**SMILES**: [H]/N=C(/O)[C@@]12OC=N[C@@H]1[C@@H]2O
**Energy above the lowest of the compared OMol25 structures with the same formula, charge and spin**: 251.1 kJ/mol
**HOMO**: -9.75 eV

Results of the Mulliken charge analysis, in e, for atoms 1 through 6: 0.2174, -0.8269, 0.4232, -0.5062, 0.7330, -0.4160